(1)
# C44H46N7O3Se2TaTe

A structure of composition C44H46N7O3Se2TaTe (ωB97M-V/def2-TZVPD, OMol25).

total charge	+2
energy above the lowest of the compared OMol25 structures with the same formula, charge and spin	0.000	eV
2S+1	1
total energy	-7440.82953	a.u.

Cartesian coordinates (Å):
Ta -0.8783 -0.6338 0.6310
C -2.6705 1.9269 -2.6185
N -1.7926 2.5887 -1.6486
C -2.2185 3.9772 -1.5049
C -0.4056 2.4079 -1.9086
C 0.3812 3.4468 -2.4128
C 1.7131 3.2629 -2.7481
C 2.3083 2.0279 -2.5584
C 1.5624 1.0057 -2.0002
C 0.2238 1.1750 -1.6709
N -0.4997 -0.0080 -1.2483
C -0.8060 -0.8581 -2.3591
C -0.3486 -0.6574 -3.6613
C -0.6623 -1.5689 -4.6554
C -1.4261 -2.6900 -4.3737
C -1.9262 -2.8694 -3.0939
C -1.6247 -1.9442 -2.1099
N -2.2502 -1.9676 -0.7815
C -2.4992 -3.3802 -0.3468
C -3.6073 -1.3487 -0.9935
H -2.6314 2.4249 -3.5957
H -2.3937 0.8878 -2.7600
H -3.6976 1.9722 -2.2533
H -2.2506 4.5145 -2.4604
H -3.2291 3.9860 -1.0908
H -1.5585 4.5158 -0.8274
H -0.0664 4.4140 -2.5890
H 2.2763 4.0852 -3.1672
H 3.3462 1.8667 -2.8186
H 2.0130 0.0417 -1.8026
H 0.2512 0.2047 -3.9084
H -0.2961 -1.4011 -5.6591
H -1.6502 -3.4115 -5.1461
H -2.5511 -3.7241 -2.8820
H -3.3441 -3.7805 -0.9063
H -1.6188 -3.9811 -0.5435
H -2.7350 -3.3950 0.7094
H -4.0847 -1.8587 -1.8291
H -4.2193 -1.4915 -0.1070
H -3.5058 -0.2913 -1.2199
Se 3.5864 1.7672 0.5621
Se 1.8749 0.4058 1.4426
C 0.7093 1.9021 1.6687
C 1.0423 3.0925 2.2770
C 0.0782 4.0873 2.3566
C -1.1765 3.8389 1.8313
C -1.4380 2.6122 1.2464
N -0.5103 1.6499 1.1611
C 4.4926 0.2425 -0.1613
C 5.7196 0.4012 -0.7933
C 6.3242 -0.7333 -1.3033
C 5.6968 -1.9646 -1.1562
C 4.4792 -2.0090 -0.5034
N 3.8746 -0.9195 -0.0194
H 2.0331 3.2310 2.6876
H 0.3039 5.0331 2.8306
H -1.9572 4.5849 1.8656
H -2.4058 2.3857 0.8371
H 6.1891 1.3722 -0.8750
H 7.2794 -0.6592 -1.8050
H 6.1443 -2.8710 -1.5371
H 3.9530 -2.9449 -0.3588
C -1.1597 -2.0304 7.0326
N -1.2175 -1.1538 5.8729
N -0.6958 -1.5213 4.6627
C -0.8108 -0.4727 3.8178
O -0.3649 -0.5235 2.6018
C -1.4180 0.5753 4.5114
C -1.6503 0.1092 5.7959
C -2.2590 0.8038 6.9628
C -0.1151 -2.8122 4.4300
C 1.2540 -2.9668 4.5785
C 1.8068 -4.2232 4.3808
C 0.9896 -5.2955 4.0495
C -0.3807 -5.1215 3.9027
C -0.9438 -3.8695 4.0885
H -1.2407 -3.0632 6.7060
H -2.0028 -1.7965 7.6763
H -0.2262 -1.8907 7.5760
H -1.6379 1.5555 4.1254
H -2.4171 1.8520 6.7247
H -1.6157 0.7434 7.8399
H -3.2237 0.3625 7.2174
H 1.8721 -2.1179 4.8403
H 2.8729 -4.3650 4.4897
H 1.4240 -6.2751 3.9058
H -1.0092 -5.9616 3.6420
H -2.0052 -3.7020 3.9636
Te 0.7293 -2.8306 0.8125
C 0.9447 -3.7410 -1.0859
C 1.5374 -3.0843 -2.1568
C 1.7373 -3.7498 -3.3575
C 1.3578 -5.0778 -3.4920
C 0.7837 -5.7427 -2.4188
C 0.5796 -5.0782 -1.2169
H 1.8544 -2.0579 -2.0510
H 2.1960 -3.2291 -4.1883
H 1.5199 -5.5968 -4.4268
H 0.5030 -6.7835 -2.5105
H 0.1476 -5.6125 -0.3790
O -2.5506 -1.6886 1.9550
C -3.2369 -0.6479 1.8849
O -2.8252 0.2805 1.1269
H -4.1618 -0.5305 2.4575

---

(2)
# C44H47Cl2EuN2OS3

A structure of composition C44H47Cl2EuN2OS3 at a distorted geometry (ωB97M-V/def2-TZVPD, OMol25).

total charge	+2
energy above the lowest of the compared OMol25 structures with the same formula, charge and spin	0.665	eV
2S+1	7
total energy	-4714.51824	a.u.

Cartesian coordinates (Å):
Eu 0.9757 0.4881 -0.6324
C 2.0499 -1.2853 3.2334
C 1.5743 0.1406 3.5399
C 0.1796 0.1223 4.1632
C 1.7208 1.0564 2.3339
C 0.6915 1.8710 1.8392
C 0.9611 2.9123 0.9371
C 2.2592 3.1510 0.4758
C 2.5994 4.3845 -0.3043
C 3.2639 2.2682 0.8901
C 3.0025 1.2590 1.8046
H 1.9443 -1.9106 4.1193
H 3.1021 -1.3052 2.9430
H 1.4619 -1.7295 2.4290
H 2.2530 0.5581 4.2915
H -0.5279 -0.4069 3.5268
H -0.1847 1.1337 4.3467
H 0.2203 -0.3909 5.1230
H -0.2996 1.8075 2.2672
H 0.1808 3.6279 0.7062
H 1.7092 4.8550 -0.7158
H 3.2844 4.1665 -1.1234
H 3.0925 5.0968 0.3608
H 4.2864 2.4564 0.5888
H 3.8372 0.7027 2.2146
S -1.8548 0.7975 -1.2751
C -2.9178 -0.1265 -0.3568
N -4.2268 0.0633 -0.4118
C -5.1264 -0.6658 0.4819
C -4.6249 -2.0721 0.6511
N -3.2345 -2.0375 1.1084
C -2.9167 -2.9338 2.2221
C -3.5830 -2.4368 3.4904
C -4.3494 -3.2994 4.2636
C -4.9448 -2.8456 5.4326
C -4.7845 -1.5272 5.8288
C -4.0287 -0.6574 5.0540
C -3.4343 -1.1106 3.8872
C -2.3846 -1.1751 0.5817
S -0.7357 -1.2681 0.9257
C -4.8880 0.8803 -1.4424
C -5.6012 -0.0306 -2.4205
C -4.8603 -0.9221 -3.1928
C -5.5017 -1.8031 -4.0484
C -6.8880 -1.8009 -4.1367
C -7.6282 -0.9056 -3.3809
C -6.9866 -0.0264 -2.5185
H -6.1214 -0.6761 0.0444
H -5.1717 -0.1567 1.4489
H -4.6756 -2.6112 -0.2993
H -5.2233 -2.6036 1.3869
H -1.8392 -2.9824 2.3431
H -3.2797 -3.9322 1.9739
H -4.4718 -4.3325 3.9592
H -5.5389 -3.5243 6.0297
H -5.2498 -1.1744 6.7392
H -3.9026 0.3733 5.3590
H -2.8468 -0.4258 3.2836
H -4.1383 1.4810 -1.9453
H -5.5978 1.5454 -0.9486
H -3.7766 -0.9162 -3.1340
H -4.9210 -2.4897 -4.6504
H -7.3883 -2.4929 -4.8006
H -8.7070 -0.8907 -3.4592
H -7.5680 0.6782 -1.9342
Cl 0.5943 -0.8325 -3.0306
C 0.5798 0.3557 -4.3276
C 0.3448 -0.1310 -5.5993
C 0.3309 0.7481 -6.6654
C 0.5627 2.0960 -6.4511
C 0.7911 2.5682 -5.1699
Cl 1.0743 4.2507 -4.9519
C 0.7999 1.7071 -4.0531
S 1.0985 2.3848 -2.4622
H 0.1824 -1.1896 -5.7512
H 0.1399 0.3838 -7.6647
H 0.5749 2.7910 -7.2790
C 8.2541 2.1384 -0.2300
C 7.1448 1.1411 -0.3121
C 6.2488 1.1498 -1.3773
C 5.1597 0.2988 -1.4225
C 4.3507 0.2806 -2.6842
C 4.9532 -0.6096 -0.3481
C 3.7509 -1.3516 -0.1309
O 2.5796 -1.0191 -0.4422
C 5.9650 -0.7517 0.6477
C 5.9123 -1.8386 1.6876
C 7.0028 0.1532 0.6678
H 8.2594 2.8028 -1.0912
H 9.2221 1.6391 -0.1681
H 8.1479 2.7442 0.6723
H 6.4204 1.8238 -2.2092
H 5.0276 0.1568 -3.5320
H 3.8417 1.2317 -2.8340
H 3.6376 -0.5358 -2.7251
H 3.8552 -2.2892 0.4224
H 4.9993 -1.8153 2.2835
H 6.7535 -1.7482 2.3703
H 5.9736 -2.8187 1.2102
H 7.7470 0.0899 1.4530

---

(3)
# C44H47N9OPS3SbTi

A structure of composition C44H47N9OPS3SbTi (ωB97M-V/def2-TZVPD, OMol25).

total charge	0
energy above the lowest of the compared OMol25 structures with the same formula, charge and spin	0.579	eV
2S+1	3
total energy	-4898.73407	a.u.

Cartesian coordinates (Å):
Ti -0.0688 1.2027 0.1194
N -4.1851 1.3044 0.9254
C -4.0494 0.1424 1.6681
C -2.7233 -0.1572 1.6618
N -2.0422 0.7928 0.9395
C -2.9434 1.6474 0.5070
C -2.5387 2.7558 -0.3486
N -1.2949 2.8411 -0.7520
C -1.2048 3.9927 -1.4863
C -2.4221 4.6034 -1.5250
N -3.2766 3.8043 -0.7891
H -5.0472 1.7800 0.7313
H -4.8910 -0.3323 2.1360
H -2.2071 -0.9746 2.1367
H -0.2753 4.3126 -1.9238
H -2.7540 5.5127 -1.9891
H -4.2456 3.9906 -0.6070
S 0.3634 -1.2221 0.0424
C 2.0717 -1.4003 -0.2537
C 2.5922 -2.6718 -0.4970
C 3.9500 -2.8696 -0.6893
C 4.4392 -4.1971 -0.9209
N 4.8087 -5.2676 -1.1158
C 4.8250 -1.7749 -0.6365
C 4.3122 -0.5048 -0.4142
C 2.9472 -0.2945 -0.2372
S 2.3699 1.3464 0.0329
C 6.2388 -1.9427 -0.7951
N 7.3765 -2.0613 -0.9057
H 1.9251 -3.5237 -0.5155
H 4.9882 0.3383 -0.3757
S 0.2472 3.2457 1.6804
Sb 0.9059 1.3791 3.0187
C 2.2049 -0.3005 3.1581
C 3.5754 -0.0927 3.2924
C 4.4550 -1.1634 3.2588
C 3.9757 -2.4561 3.1052
C 2.6115 -2.6745 2.9931
C 1.7338 -1.6007 3.0045
C -0.7593 0.8232 4.2073
C -0.8037 -0.3645 4.9285
C -1.9307 -0.6930 5.6702
C -3.0168 0.1692 5.7056
C -2.9705 1.3638 5.0023
C -1.8519 1.6856 4.2523
C 1.9352 2.5784 4.4559
C 1.5425 2.6266 5.7850
C 2.1931 3.4672 6.6808
C 3.2433 4.2616 6.2543
C 3.6396 4.2223 4.9240
C 2.9822 3.3934 4.0298
H 3.9756 0.9058 3.4201
H 5.5190 -0.9879 3.3475
H 4.6644 -3.2905 3.0665
H 2.2297 -3.6802 2.8704
H 0.6771 -1.7889 2.8615
H 0.0428 -1.0386 4.9295
H -1.9551 -1.6189 6.2295
H -3.8905 -0.0843 6.2910
H -3.8083 2.0485 5.0408
H -1.8138 2.6135 3.6890
H 0.7275 2.0092 6.1444
H 1.8733 3.4972 7.7146
H 3.7488 4.9154 6.9528
H 4.4549 4.8458 4.5804
H 3.2756 3.4037 2.9850
O -1.3606 0.5149 -1.8642
P -1.2544 -0.4960 -2.9645
N -2.1702 -0.0035 -4.2643
C -2.1256 1.4028 -4.6508
C -2.9066 1.4172 -5.9623
C -3.9332 0.2772 -5.8099
C -3.5355 -0.4522 -4.5164
N -1.8337 -1.9803 -2.5561
C -2.9397 -2.0639 -1.5907
C -3.0832 -3.5594 -1.3481
C -1.6342 -4.0287 -1.3875
C -1.0343 -3.2197 -2.5341
N 0.2824 -0.7390 -3.5010
C 0.5211 -1.3819 -4.7964
C 2.0339 -1.5922 -4.7962
C 2.5817 -0.4554 -3.9107
C 1.3405 0.2633 -3.3611
H -1.0960 1.7496 -4.7545
H -2.6058 2.0247 -3.8815
H -2.2322 1.2070 -6.7918
H -3.3694 2.3850 -6.1521
H -3.8914 -0.3957 -6.6648
H -4.9547 0.6503 -5.7434
H -3.5730 -1.5373 -4.5998
H -4.2048 -0.1522 -3.6983
H -3.8490 -1.6113 -1.9897
H -2.6670 -1.5429 -0.6657
H -3.6604 -4.0194 -2.1542
H -3.5857 -3.7762 -0.4056
H -1.5252 -5.1025 -1.5367
H -1.1343 -3.7517 -0.4576
H -1.1340 -3.7528 -3.4852
H 0.0176 -2.9890 -2.3642
H 0.2037 -0.7181 -5.6113
H -0.0393 -2.3111 -4.8893
H 2.4416 -1.5828 -5.8063
H 2.2717 -2.5604 -4.3546
H 3.2195 0.2333 -4.4638
H 3.1712 -0.8592 -3.0890
H 1.1097 1.1564 -3.9580
H 1.4668 0.5593 -2.3211

---

(4)
# C44H48BrMnN5OP2

A structure of composition C44H48BrMnN5OP2 (ωB97M-V/def2-TZVPD, OMol25).

total charge	+2
energy above the lowest of the compared OMol25 structures with the same formula, charge and spin	2.624	eV
2S+1	6
total energy	-6461.75068	a.u.

Cartesian coordinates (Å):
Mn -0.7051 -0.0753 -0.0515
C -1.1804 5.2808 -0.3557
C -0.4788 4.2703 0.5146
C 0.7448 4.5766 1.0209
C 1.6611 3.8019 1.8288
C 1.7343 2.4632 1.7436
Br 3.2511 1.4972 2.3033
N 0.7535 1.7639 1.0122
C -1.2319 3.1076 0.9692
H -0.4919 6.0591 -0.6770
H -2.0031 5.7683 0.1714
H -1.6012 4.8113 -1.2478
H 1.1265 5.5631 0.7761
H 2.4284 4.3397 2.3692
H -3.1357 2.1594 0.8836
C -2.8108 -2.0217 2.2100
C -1.6429 -1.7414 3.1637
P -0.3779 -0.5927 2.4903
C -1.1651 1.0675 2.4339
C -2.1437 1.4107 3.3223
C -2.7617 2.6990 3.4805
C -2.9854 3.5630 2.4811
C -2.7292 3.1576 1.0630
C -0.5904 1.9977 1.4600
C 0.8389 -0.4870 3.8289
C 1.7169 -1.5585 3.9939
C 2.6511 -1.5392 5.0160
C 2.7180 -0.4497 5.8748
C 1.8459 0.6163 5.7144
C 0.9062 0.6014 4.6939
C -2.5456 -3.0478 1.1017
P -1.2082 -2.6055 -0.0849
C 0.2326 -3.5915 0.4113
C 0.1060 -4.9688 0.6041
C 1.2127 -5.7330 0.9337
C 2.4596 -5.1325 1.0660
C 2.5970 -3.7663 0.8730
C 1.4854 -2.9996 0.5502
C -1.7009 -3.3049 -1.6911
C -2.9566 -2.9978 -2.2185
C -3.3011 -3.4008 -3.4987
C -2.3896 -4.1062 -4.2742
C -1.1377 -4.4098 -3.7608
C -0.7912 -4.0102 -2.4767
H -3.1584 -1.0780 1.7726
H -3.6479 -2.3993 2.8004
H -1.1013 -2.6630 3.4000
H -2.0086 -1.3617 4.1195
H -2.3982 0.6789 4.0816
H -3.0605 2.9657 4.4878
H -3.3536 4.5601 2.6899
H -3.1672 3.8547 0.3533
H 0.9010 1.9077 0.0115
H 1.6739 -2.4074 3.3208
H 3.3285 -2.3731 5.1435
H 3.4503 -0.4336 6.6707
H 1.8979 1.4646 6.3838
H 0.2396 1.4449 4.5706
H -3.4586 -3.1860 0.5184
H -2.3098 -4.0215 1.5363
H -0.8560 -5.4527 0.4795
H 1.1056 -6.7991 1.0816
H 3.3232 -5.7326 1.3194
H 3.5658 -3.2953 0.9792
H 1.5958 -1.9287 0.4308
H -3.6819 -2.4509 -1.6275
H -4.2849 -3.1759 -3.8891
H -2.6614 -4.4290 -5.2700
H -0.4310 -4.9748 -4.3544
H 0.1857 -4.2636 -2.0845
N 5.5762 -0.0864 -1.8039
C 4.4693 -0.2269 -2.0714
C 3.0760 -0.3909 -2.3758
C 2.6417 -0.8858 -3.6023
C 1.2812 -1.0353 -3.8101
C 0.4057 -0.6872 -2.7985
N 0.8208 -0.2024 -1.6176
C 2.1336 -0.0624 -1.4122
H 3.3598 -1.1497 -4.3670
H 0.8981 -1.4273 -4.7412
H -0.6655 -0.8016 -2.9204
H 2.4548 0.2987 -0.4411
C -5.3757 2.2266 -1.7438
N -4.3972 1.1758 -1.4785
C -4.8147 0.1813 -0.5018
C -3.0980 1.2737 -1.8172
O -2.2156 0.6860 -1.1287
N -2.7397 1.9996 -2.8925
C -3.5815 2.1598 -4.0741
C -1.3563 2.4197 -3.0508
H -5.8704 2.4776 -0.8045
H -6.1348 1.9047 -2.4570
H -4.8841 3.1197 -2.1174
H -4.9061 0.6209 0.4957
H -4.0945 -0.6298 -0.4661
H -5.7868 -0.2150 -0.7939
H -4.4537 1.5163 -4.0088
H -3.0035 1.8619 -4.9498
H -3.9017 3.1934 -4.2101
H -0.8523 2.4211 -2.0868
H -1.3401 3.4304 -3.4592
H -0.8150 1.7640 -3.7384

---

Question: Number 1 is which compound?
Answer: C44H46N7O3Se2TaTe